# 1
Density functional theory data (wB97M-V/def2-TZVPD) for 2 unconnected molecules or ions with the total composition ClH6NSi2 at a distorted geometry.

Atoms and positions in Å:
N (-0.744, 1.909, -1.133)
Si (1.336, -2.053, 1.192)
Si (-2.334, 1.475, -1.429)
Cl (-0.126, -1.774, 2.579)
H (-0.339, 2.643, -1.708)
H (-0.042, 1.373, -0.607)
H (1.638, -0.799, 0.429)
H (2.330, -2.425, 2.194)
H (1.049, -3.187, 0.286)
H (-2.769, 2.838, -1.803)

The value obtained for the LUMO energy is 0.320 eV. The value obtained for the orbital gap is 8.52 eV. As for the total charge: 0. Its energy above the lowest of the compared OMol25 structures with the same formula, charge and spin is 43.8 kcal/mol.

Mulliken population analysis, charges in e, atoms 1 to 4: N -0.32; Si 0.55; Si -0.08; Cl -0.23

=====

# 2
Density functional theory data (wB97M-V/def2-TZVPD) for a single ClHIOPS molecule at a distorted geometry.

Atoms and positions in Å:
O (1.240, -0.245, 0.482)
P (-0.219, 0.306, 0.234)
S (-0.829, 1.619, 1.491)
Cl (-0.179, 1.063, -2.019)
I (-1.530, -1.741, -0.138)
H (1.517, -1.002, -0.051)

The structure (SMILES) is O[P@@](=S)(Cl)I. The value obtained for the LUMO energy is -1.568 eV. The value obtained for the orbital gap is 8.38 eV. As for the total charge: 0. Its energy above the lowest of the compared OMol25 structures with the same formula, charge and spin is 12.9 kcal/mol.

Mulliken population analysis, charges in e, atoms 1 to 4: O -0.40; P 0.48; S -0.25; Cl -0.27

=====

# 3
Density functional theory data (wB97M-V/def2-TZVPD) for a single ClHN2O molecule at a distorted geometry.

Atoms and positions in Å:
O (-0.059, -1.415, -0.935)
N (0.033, -0.481, -0.227)
N (-0.226, 0.660, -0.493)
Cl (-0.111, 1.879, 0.687)
H (0.363, -0.642, 0.968)

The structure (SMILES) is [O-]/[NH+]=N/Cl. The value obtained for the LUMO energy is 0.161 eV. The value obtained for the orbital gap is 10.57 eV. As for the total charge: 0. Its energy above the lowest of the compared OMol25 structures with the same formula, charge and spin is 82.0 kcal/mol.

Mulliken population analysis, charges in e, atoms 1 to 4: O -0.56; N 0.58; N -0.28; Cl -0.05

=====

Which value of total charge does entry 1 give?
0

=====

Number 3 is which compound?
ClHN2O